C4H6LiO7Rh as an isolated structure in a non-equilibrium geometry. Source: the Open Molecules 2025 dataset; level of theory: wB97M-V/def2-TZVPD.

## Properties
* ΔE to the lowest compared entry with this formula, charge and spin: 1.6934 eV
* 2S+1: 5
* F_max: 0.0655 Eh/bohr
* E_HOMO (spin up / spin down): -7.5 / -9.4 eV
* frontier orbital gap (spin up / spin down): 6.9 / 7.1 eV
* energy: -800.60568 Eh
* lowest unoccupied orbital energy (spin up / spin down): -0.5 / -2.3 eV

Structure (XYZ):
```
19
C4H6LiO7Rh wB97M-V/def2-TZVPD
O 1.795 2.863 3.005
C 0.842 2.408 2.323
O -0.363 2.577 2.632
O 1.173 1.576 1.322
O -0.228 -0.804 -0.964
C 0.783 -0.049 -0.361
C 0.134 0.833 0.693
Li 0.381 3.746 4.035
H 1.261 0.594 -1.117
H 1.486 -0.734 0.143
H -0.388 0.213 1.435
H -0.588 1.515 0.224
C -1.129 -2.135 -1.772
O -0.474 -2.107 -2.879
O -2.502 -2.046 -1.792
H -2.772 -1.796 -2.682
Rh 1.368 -1.616 -3.200
O -0.686 -2.932 -0.790
H -0.094 -2.107 -0.256
```

Charges computed using natural (NBO), reported in e:
1. O -0.84
2. C 0.95
3. O -0.86
4. O -0.53
5. O -0.88
6. C -0.06
7. C -0.08
8. Li 0.96
9. H 0.16
10. H 0.15
11. H 0.18
12. H 0.19
13. C 1.09
14. O -0.82
15. O -0.64
16. H 0.49
17. Rh 0.72
18. O -0.75
19. H 0.55